Entry from the Open Molecules 2025 dataset: the molecule C5H7NOS at a distorted geometry (wB97M-V/def2-TZVPD).

electronic energy	-19668.565	eV
energy relative to the best compared isomer or geometry (same formula, charge and spin)	293.1	kJ/mol
strongest force on any atom	6.88	eV Å⁻¹
SMILES	O=CN1[C@@H]2CSC[C@@H]21
E_HOMO	-8.75	eV
frontier orbital gap	9.5	eV

Last columns: bonded neighbours and bond lengths (Å).
Positions of all 15 atoms, in Å:
1 O 3.0355 -0.2025 -1.1509  C2 1.239
2 C 2.1567 -0.1270 -0.2807  O1 1.239, N3 1.349, H9 1.090
3 N 0.8508 -0.0799 -0.6159  C2 1.349, C4 1.483, C8 1.531
4 C 0.0385 -0.6334 0.4941  N3 1.483, C5 1.499, C8 1.529, H10 1.142
5 C -1.1164 -1.4215 -0.0454  C4 1.499, S6 1.763, H11 1.076, H12 1.137
6 S -2.0298 -0.2377 -0.9796  C5 1.763, C7 1.828
7 C -1.1993 1.2623 -0.3464  S6 1.828, C8 1.385, H13 1.016, H14 1.198
8 C -0.0010 0.8723 0.2283  N3 1.531, C4 1.529, C7 1.385, H15 1.163
9 H 2.5028 0.2067 0.6980  C2 1.090
10 H 0.6812 -1.0960 1.3167  C4 1.142
11 H -0.7233 -2.2392 -0.6245  C5 1.076
12 H -1.7300 -1.5741 0.9000  C5 1.137
13 H -1.0638 1.9579 -1.0738  C7 1.016
14 H -1.9269 1.7726 0.4576  C7 1.198
15 H 0.5251 1.5396 1.0224  C8 1.163

Atom charges from the Löwdin analysis, given in e for atoms 1 to 5: O 0.051; C -0.332; N 0.018; C -0.300; C -0.455